*A*
DFT (ωB97M-V/def2-TZVPD) results for a 2-piece molecular cluster, C7H14N2O3S overall.

Cartesian coordinates (Å):
C: -0.72 0.21 -2.74
C: 1.62 0.87 0.01
C: 0.30 0.68 1.96
C: 2.01 -1.09 1.65
C: -1.96 -0.22 -1.91
C: 0.09 -0.89 0.20
C: -1.78 0.26 -0.45
N: -2.65 -0.14 0.44
N: 1.00 -0.05 0.89
O: -0.16 1.26 -2.55
O: -2.99 -1.27 0.85
O: -1.42 1.61 -0.32
S: -0.22 -0.96 -3.81
H: 2.36 0.28 -0.69
H: 0.98 1.44 -0.69
H: 2.15 1.64 0.67
H: 0.99 1.32 2.39
H: -0.56 1.34 1.56
H: 0.05 0.02 2.85
H: 2.55 -1.57 0.74
H: 2.68 -0.53 2.26
H: 1.36 -1.93 1.97
H: -2.85 0.24 -2.52
H: -2.02 -1.25 -1.91
H: 0.51 -1.51 -0.60
H: -0.43 -1.54 0.94
H: -0.90 1.79 -1.21

For the HOMO-LUMO gap (spin up / spin down), the calculation gives 5.894 / 5.372 eV. The calculation puts the HOMO energy (spin up / spin down) at -7.09 / -7.07 eV.

These are the Mulliken partial charges, in e, on atoms 1 to 5:
1. C 0.44
2. C -0.59
3. C -0.93
4. C -0.80
5. C -0.90

*B*
DFT (ωB97M-V/def2-TZVPD) results for one molecule with the formula C7H14N2O3S.

Cartesian coordinates (Å):
C: -0.32 0.97 -1.16
N: -0.72 0.23 0.07
C: -1.40 -1.01 -0.44
C: -1.66 1.01 0.95
C: 0.45 -0.07 0.83
C: 1.52 -1.02 0.04
O: 1.42 -1.27 -1.27
C: 2.99 -0.36 0.34
C: 2.98 1.03 -0.33
O: 2.98 1.08 -1.52
S: 2.60 2.35 0.78
N: 1.62 -2.28 0.86
O: 1.87 -3.26 0.23
H: 0.43 1.65 -1.01
H: -0.02 0.18 -1.88
H: -1.25 1.52 -1.65
H: -1.75 -1.53 0.52
H: -2.15 -0.50 -1.10
H: -0.70 -1.59 -1.05
H: -1.53 2.14 0.80
H: -2.72 0.78 0.76
H: -1.43 0.73 2.00
H: 1.04 0.89 1.02
H: 0.24 -0.58 1.80
H: 2.00 -2.12 -1.42
H: 3.67 -1.01 -0.15
H: 3.11 -0.40 1.38

For the HOMO-LUMO gap (spin up / spin down), the calculation gives 6.451 / 6.450 eV. The SMILES is C[N+](C)(C)C[C@@](O)(CC([O-])=S)N=O. The calculation puts the HOMO energy (spin up / spin down) at -7.02 / -7.02 eV.

These are the Mulliken partial charges, in e, on atoms 1 to 5:
1. C -1.00
2. N 0.35
3. C -0.96
4. C -0.74
5. C -1.29

Stability ranking, top and bottom: *B* is the most stable and *A* is the least stable.

*A*
DFT (ωB97M-V/def2-TZVPD) results for a 2-piece molecular cluster, C10H15NO overall.

Cartesian coordinates (Å):
C: -1.93 -3.31 0.36
C: -0.53 -2.97 -0.09
C: -0.36 -2.04 -1.12
C: 0.89 -1.48 -1.32
C: 2.03 -2.13 -0.80
C: 1.86 -3.13 0.13
C: 0.58 -3.46 0.57
H: -2.32 -4.10 -0.25
H: -2.61 -2.47 0.32
H: -1.93 -3.65 1.40
H: -1.16 -1.77 -1.81
H: 1.06 -0.60 -1.92
H: 2.94 -1.86 -1.31
H: 2.72 -3.71 0.45
H: 0.43 -4.07 1.45
C: -0.67 3.94 -1.44
C: -0.35 2.77 -0.49
C: -0.14 3.11 0.95
N: -1.16 3.79 1.55
O: 0.87 2.83 1.58
H: 0.28 4.43 -1.66
H: -1.28 4.70 -0.95
H: -1.09 3.58 -2.37
H: -1.07 1.96 -0.55
H: 0.56 2.32 -0.89
H: -1.11 4.05 2.52
H: -2.01 4.02 1.07

For the HOMO-LUMO gap, the calculation gives 9.644 eV. The SMILES is Cc1ccccc1.CCC(N)=O. The calculation puts the HOMO energy at -8.87 eV.

These are the Mulliken partial charges, in e, on atoms 1 to 5:
1. C -1.37
2. C 0.87
3. C -0.47
4. C -0.39
5. C -0.53

*B*
DFT (ωB97M-V/def2-TZVPD) results for a 2-piece molecular cluster, C10H15NO overall.

Cartesian coordinates (Å):
C: -0.53 -2.45 2.22
C: -0.58 -2.15 0.75
C: 0.09 -0.99 0.31
C: 0.40 -0.88 -1.06
C: 0.15 -1.94 -1.91
C: -0.76 -2.92 -1.55
C: -1.05 -3.06 -0.19
H: -0.02 -3.37 2.51
H: -1.53 -2.93 2.40
H: -0.61 -1.63 2.94
H: 0.12 -0.15 0.98
H: 1.00 -0.08 -1.48
H: 0.77 -2.08 -2.80
H: -0.98 -3.67 -2.29
H: -1.88 -3.73 0.05
C: -1.07 3.55 -0.21
C: 0.13 2.84 0.46
C: 1.18 2.32 -0.49
N: 2.29 1.68 0.04
O: 1.24 2.44 -1.71
H: -0.46 4.09 -0.99
H: -1.68 4.20 0.42
H: -1.65 2.77 -0.70
H: 0.74 3.63 0.97
H: -0.24 2.08 1.16
H: 2.84 1.33 -0.71
H: 2.09 1.12 0.88

For the HOMO-LUMO gap, the calculation gives 9.656 eV. The SMILES is Cc1ccccc1.CCC(N)=O. The calculation puts the HOMO energy at -8.88 eV.

These are the Mulliken partial charges, in e, on atoms 1 to 5:
1. C -1.26
2. C 0.57
3. C 0.22
4. C -0.32
5. C -0.53

*C*
DFT (ωB97M-V/def2-TZVPD) results for a 2-piece molecular cluster, C10H15NO overall.

Cartesian coordinates (Å):
C: 1.74 1.70 -0.09
C: 0.57 1.55 -1.02
C: 0.43 0.90 -2.21
C: -0.78 0.76 -2.80
C: -1.96 1.14 -2.24
C: -1.82 1.78 -1.01
C: -0.64 2.12 -0.40
H: 1.70 2.64 0.37
H: 2.64 1.39 -0.63
H: 1.69 1.02 0.67
H: 1.14 0.22 -2.72
H: -0.85 0.38 -3.84
H: -2.97 1.10 -2.63
H: -2.63 2.20 -0.51
H: -0.49 2.47 0.66
C: -0.89 -1.29 0.84
C: 0.08 -0.85 1.91
C: 1.21 -1.99 2.24
N: 0.87 -3.27 1.73
O: 2.25 -1.61 2.74
H: -0.38 -1.25 -0.27
H: -1.79 -0.69 0.92
H: -1.24 -2.42 1.04
H: 0.69 0.04 1.82
H: -0.48 -0.74 2.86
H: 1.66 -3.98 1.66
H: 0.26 -3.33 0.93

For the HOMO-LUMO gap, the calculation gives 9.908 eV. The SMILES is Cc1ccccc1.CCC(N)=O. The calculation puts the HOMO energy at -9.09 eV.

These are the Mulliken partial charges, in e, on atoms 1 to 5:
1. C -1.55
2. C 1.41
3. C -0.71
4. C -0.03
5. C -0.86

Stability ranking, top and bottom: *A* is the most stable and *C* is the least stable.

*A*
DFT (ωB97M-V/def2-TZVPD) results for one molecule with the formula C7H13NO2.

Cartesian coordinates (Å):
C: -0.14 0.99 -2.24
C: 0.49 -0.38 -2.02
O: 1.17 -0.93 -2.85
N: 0.23 -0.93 -0.80
C: 0.68 -2.28 -0.51
C: -0.60 -0.32 0.16
O: -1.92 -0.68 -0.01
C: -0.16 0.47 1.14
C: 1.29 0.82 1.27
C: -1.10 1.06 2.16
H: 0.12 1.33 -3.24
H: -1.22 0.92 -2.15
H: 0.23 1.69 -1.50
H: 1.28 -2.61 -1.35
H: -0.18 -2.94 -0.38
H: 1.28 -2.29 0.40
H: -2.45 -0.29 0.69
H: 1.88 0.39 0.47
H: 1.42 1.90 1.25
H: 1.68 0.46 2.23
H: -0.53 1.65 2.87
H: -1.84 1.70 1.69
H: -1.62 0.28 2.72

For the HOMO-LUMO gap, the calculation gives 9.325 eV. The SMILES is CC(=O)N(C)C(O)=C(C)C. The calculation puts the HOMO energy at -8.75 eV.

These are the Mulliken partial charges, in e, on atoms 1 to 5:
1. C -1.12
2. C 0.98
3. O -0.66
4. N 0.18
5. C -1.03

*B*
DFT (ωB97M-V/def2-TZVPD) results for a 2-piece molecular cluster, C7H13NO2 overall.

Cartesian coordinates (Å):
H: -0.61 -1.57 -1.99
N: 0.25 -1.15 -1.63
C: 0.11 -0.65 -0.45
C: 1.20 -0.92 0.58
C: 2.58 -1.08 -0.05
C: -1.33 -0.64 0.18
C: -1.50 -0.30 1.64
O: -2.27 -0.99 -0.50
H: 0.95 -1.84 1.14
H: 1.20 -0.11 1.29
H: 2.61 -1.97 -0.68
H: 3.34 -1.15 0.72
H: 2.80 -0.23 -0.69
H: -1.03 0.66 1.87
H: -2.57 -0.23 1.88
H: -1.06 -1.08 2.26
C: 0.36 1.64 -0.85
C: -0.98 1.82 -0.98
O: -1.71 2.47 -0.04
H: 0.98 1.59 -1.74
H: 0.85 2.07 0.01
H: -1.52 1.36 -1.80
H: -2.65 2.31 -0.17

For the HOMO-LUMO gap, the calculation gives 8.972 eV. The SMILES is [H]/N=C(/CC)C(C)=O.C=CO. The calculation puts the HOMO energy at -8.51 eV.

These are the Mulliken partial charges, in e, on atoms 1 to 5:
1. H 0.29
2. N -0.79
3. C 0.73
4. C -0.32
5. C -1.34

Stability ranking, top and bottom: *A* is the most stable and *B* is the least stable.

*A*
DFT (ωB97M-V/def2-TZVPD) results for a 2-piece molecular cluster, CH4O3 overall.

Cartesian coordinates (Å):
O: 0.01 -0.36 0.14
C: -0.72 -0.92 0.96
O: -1.33 -0.32 2.04
H: -1.01 -1.95 1.00
H: -2.11 -0.89 2.22
O: 1.97 1.78 -2.01
H: 0.93 1.63 -1.94
H: 2.26 1.03 -2.41

For the HOMO-LUMO gap, the calculation gives 11.489 eV. The SMILES is O=CO.O. The calculation puts the HOMO energy at -11.09 eV.

These are the Mulliken partial charges, in e, on atoms 1 to 5:
1. O -0.44
2. C 0.28
3. O -0.41
4. H 0.22
5. H 0.35

*B*
DFT (ωB97M-V/def2-TZVPD) results for a 2-piece molecular cluster, CH4O3 overall.

Cartesian coordinates (Å):
O: 2.17 0.32 0.17
C: 1.57 0.62 -0.82
O: 0.26 0.45 -1.01
H: 2.06 1.08 -1.68
H: -0.17 0.34 -0.15
O: -1.72 -0.71 0.97
H: -1.70 -1.67 1.01
H: -2.48 -0.44 1.50

For the HOMO-LUMO gap, the calculation gives 11.071 eV. The SMILES is O=CO.O. The calculation puts the HOMO energy at -10.58 eV.

These are the Mulliken partial charges, in e, on atoms 1 to 5:
1. O -0.48
2. C 0.20
3. O -0.39
4. H 0.33
5. H 0.34

Stability ranking, top and bottom: *B* is the most stable and *A* is the least stable.

*A*
DFT (ωB97M-V/def2-TZVPD) results for an isolated ion of composition C3H7N4O and charge +1.

Cartesian coordinates (Å):
C: -1.28 -1.40 2.05
C: -0.06 0.29 0.75
C: 0.14 0.41 -1.72
N: 0.76 2.30 -2.97
N: 0.66 1.31 -2.33
N: -0.14 -0.66 1.76
N: 0.47 -0.37 -0.59
O: -1.31 -2.25 2.88
H: -1.05 0.69 0.49
H: 0.63 1.11 0.97
H: -2.13 -1.09 1.41
H: 1.16 2.31 -3.90
H: 0.65 -0.83 2.37
H: 1.48 -0.54 -0.50
H: 0.01 -1.28 -0.68

For the HOMO-LUMO gap, the calculation gives 9.564 eV. The total charge is +1. The calculation puts the HOMO energy at -14.13 eV.

These are the Mulliken partial charges, in e, on atoms 1 to 5:
1. C 0.13
2. C -0.58
3. C -0.14
4. N -0.76
5. N 0.63

*B*
DFT (ωB97M-V/def2-TZVPD) results for an isolated ion of composition C3H7N4O and charge +1.

Cartesian coordinates (Å):
N: 1.45 -2.61 0.19
C: 0.82 -1.74 0.96
C: -0.25 -1.00 0.66
N: -0.94 0.03 0.48
C: -0.68 1.19 -0.26
N: -1.66 2.14 -0.09
N: 0.35 0.97 -0.95
O: 0.62 2.06 -1.88
H: 2.07 -3.25 0.68
H: 1.68 -2.54 -0.77
H: 0.97 -1.93 1.98
H: -1.97 -0.28 0.43
H: -1.62 3.08 -0.37
H: -2.43 1.80 0.59
H: 1.60 2.07 -1.63

For the HOMO-LUMO gap, the calculation gives 8.799 eV. The total charge is +1. The SMILES is NC=C=[NH+]/C(N)=N/O. The calculation puts the HOMO energy at -13.49 eV.

These are the Mulliken partial charges, in e, on atoms 1 to 5:
1. N -0.36
2. C -0.09
3. C 0.27
4. N -0.22
5. C 0.48

Stability ranking, top and bottom: *A* is the most stable and *B* is the least stable.

*A*
DFT (ωB97M-V/def2-TZVPD) results for one molecule with the formula C3H3F3O.

Cartesian coordinates (Å):
C: -0.05 -0.11 -0.32
C: 0.64 1.57 1.15
C: -0.45 -1.53 -0.54
O: 0.01 0.48 0.78
F: 0.34 0.53 -1.43
F: 0.15 2.22 2.13
F: 0.90 2.45 0.12
H: -1.16 -2.08 0.20
H: 0.43 -2.12 -0.58
H: -0.82 -1.41 -1.51

For the HOMO-LUMO gap (spin up / spin down), the calculation gives 8.947 / 7.507 eV. The calculation puts the HOMO energy (spin up / spin down) at -8.18 / -7.21 eV.

These are the Mulliken partial charges, in e, on atoms 1 to 5:
1. C 0.61
2. C 0.19
3. C -0.91
4. O -0.13
5. F -0.22

*B*
DFT (ωB97M-V/def2-TZVPD) results for one molecule with the formula C3H3F3O.

Cartesian coordinates (Å):
F: 1.02 -1.29 1.12
C: -0.23 -1.11 0.58
F: -0.67 -2.26 0.09
F: -1.04 -0.62 1.59
C: -0.12 -0.09 -0.57
C: 0.35 1.39 -0.28
O: -0.94 1.03 -0.75
H: 0.12 -0.62 -1.48
H: 1.00 1.88 -1.02
H: 0.50 1.69 0.72

For the HOMO-LUMO gap, the calculation gives 12.114 eV. The SMILES is FC(F)(F)[C@@H]1CO1. The calculation puts the HOMO energy at -11.13 eV.

These are the Mulliken partial charges, in e, on atoms 1 to 5:
1. F -0.24
2. C 0.69
3. F -0.23
4. F -0.24
5. C -0.09

Stability ranking, top and bottom: *B* is the most stable and *A* is the least stable.